214
Properties=species:S:1:pos:R:3:mulliken_charge:R:1 method="wB97M-V/def2-TZVPD" e_lumo_ev=0.43 e_homo_ev=-9.059 homo_lumo_gap_ev=9.5 largest_force_ev_per_a=1.39
O 16.400 12.128 20.381 -0.634
O 12.600 22.092 14.949 -0.297
O 10.196 20.196 14.169 0.006
O 12.262 17.982 12.311 0.440
O 9.008 14.551 19.281 -0.646
O 14.951 14.798 11.317 -0.326
O 17.977 12.367 15.594 -0.723
O 18.073 11.026 10.182 -0.344
O 17.893 12.852 18.187 -0.397
O 15.256 8.221 16.949 -0.671
O 11.053 9.519 18.752 -0.596
O 19.017 17.461 14.743 -0.406
O 14.060 18.365 20.232 -0.388
O 11.644 13.703 8.377 -0.589
O 9.711 15.382 22.317 -0.523
O 12.041 14.543 16.094 0.240
O 10.572 12.308 12.458 -0.302
N 10.198 18.999 16.947 -0.272
N 18.980 10.459 13.774 -0.620
N 12.543 19.368 15.202 0.659
N 12.628 17.085 17.004 1.777
N 13.355 19.018 9.807 -0.586
N 8.242 13.846 11.902 -0.799
N 18.175 16.207 10.211 -0.563
N 20.956 19.213 16.327 -0.773
C 13.266 13.987 15.690 1.413
C 8.224 14.739 14.107 -1.348
C 13.561 17.119 18.149 2.696
C 13.516 9.306 15.576 -1.207
C 11.474 18.284 11.171 -0.960
C 17.721 13.612 14.981 0.001
C 18.527 11.350 11.510 -0.255
C 19.804 18.457 16.833 0.634
C 11.674 11.477 12.741 -0.418
C 16.351 14.939 11.180 0.898
C 14.485 13.859 12.292 1.437
C 10.032 21.380 13.386 -0.554
C 14.328 9.342 16.868 0.630
C 18.639 18.361 15.805 -0.071
C 9.284 18.618 15.875 1.935
C 19.222 13.024 18.650 -0.798
C 16.705 10.180 12.932 -1.183
C 14.847 19.178 14.506 -1.025
C 11.326 14.147 23.518 -1.514
C 11.840 16.811 12.963 -0.461
C 11.205 20.059 9.333 -1.700
C 19.383 19.062 18.157 -1.451
C 11.864 11.759 18.818 1.080
C 11.934 15.545 21.451 0.333
C 8.017 18.107 16.556 -1.622
C 13.815 20.102 15.119 0.580
C 14.790 13.813 19.506 0.631
C 11.081 15.402 22.695 0.488
C 14.553 12.385 21.630 -1.309
C 12.399 23.404 14.459 -0.860
C 12.102 19.453 10.421 1.222
C 16.718 16.196 10.347 0.591
C 11.137 13.430 9.682 0.053
C 13.917 19.601 20.938 -0.839
C 13.526 21.282 14.215 -0.456
C 9.961 15.218 18.477 0.105
C 11.715 10.456 19.584 0.208
C 16.183 16.164 8.917 -1.732
C 18.462 11.926 9.106 -0.434
C 13.239 18.311 19.068 -1.078
C 15.145 10.615 16.967 -0.114
C 18.023 17.249 13.755 -0.173
C 15.013 17.241 17.651 -1.851
C 18.201 10.225 12.543 0.206
C 9.011 19.744 14.832 -1.238
C 15.043 12.466 20.208 1.423
C 9.876 12.857 13.561 -0.433
C 10.846 10.569 20.861 -1.504
C 9.107 14.096 13.057 1.926
H 11.685 17.351 17.332 -0.549
H 20.090 17.397 17.003 0.188
H 15.107 16.351 8.880 0.272
H 17.916 12.595 17.233 0.342
H 11.001 19.342 8.538 0.362
H 18.077 12.305 11.857 -0.156
H 9.185 12.107 14.002 0.296
H 18.424 19.368 15.381 0.254
H 9.760 17.796 15.314 -0.731
H 12.253 15.492 16.389 -0.320
H 9.904 11.086 20.616 0.320
H 12.761 10.100 15.631 0.179
H 18.518 13.896 14.275 0.358
H 15.245 18.256 17.297 0.286
H 10.973 14.801 18.604 -0.305
H 15.936 10.608 16.214 0.382
H 18.646 9.800 14.481 0.262
H 12.152 15.913 12.411 0.051
H 13.458 16.186 18.722 -1.247
H 19.787 13.686 17.972 0.236
H 14.977 14.013 13.258 -0.841
H 11.006 13.260 22.953 0.325
H 14.941 11.484 22.093 0.492
H 11.725 20.908 8.882 0.426
H 14.422 18.850 13.545 0.100
H 16.772 13.582 14.428 -0.267
H 13.974 13.868 16.533 -0.814
H 15.821 19.634 14.300 0.408
H 11.845 16.520 20.964 -0.126
H 12.400 18.918 14.286 -1.385
H 12.179 18.240 19.385 0.564
H 18.480 16.705 12.924 0.233
H 15.619 10.710 17.945 -0.041
H 11.753 23.932 15.170 0.247
H 11.353 17.397 10.510 0.260
H 16.369 17.107 10.864 0.141
H 19.551 12.003 9.033 0.325
H 13.817 19.806 9.364 0.285
H 11.002 21.619 12.968 -0.118
H 9.869 14.819 12.730 -0.868
H 8.225 17.223 17.161 0.239
H 18.393 15.870 9.278 0.293
H 9.307 21.224 12.573 0.392
H 10.303 14.106 9.923 0.184
H 9.692 22.217 14.012 0.274
H 18.502 9.271 12.082 0.402
H 12.987 8.362 15.449 0.473
H 12.484 11.641 17.926 -0.541
H 12.379 14.035 23.794 0.344
H 7.406 13.343 12.208 0.299
H 14.961 13.251 22.171 0.375
H 11.803 20.085 15.215 0.668
H 13.973 18.598 10.497 0.104
H 8.488 20.606 15.305 0.319
H 18.316 11.749 14.890 0.180
H 11.911 23.403 13.474 0.365
H 17.732 17.968 16.309 -0.201
H 20.240 19.064 18.829 0.431
H 13.410 14.009 12.404 -0.753
H 14.999 18.281 15.098 -0.169
H 19.631 11.478 11.491 0.388
H 13.600 9.271 17.695 0.169
H 16.438 11.055 13.538 0.044
H 21.373 18.681 15.564 0.264
H 12.991 15.396 21.704 0.439
H 14.438 21.860 14.004 0.784
H 9.983 16.298 18.708 0.115
H 12.321 12.511 19.462 -1.276
H 15.378 7.999 17.879 0.380
H 7.674 14.005 14.710 0.421
H 9.182 15.227 23.108 0.312
H 19.744 12.059 18.743 0.287
H 19.172 13.487 19.636 0.304
H 8.334 19.321 14.061 0.355
H 11.324 11.133 21.676 0.243
H 21.661 19.329 17.044 0.242
H 15.350 13.859 18.566 -0.087
H 10.261 20.428 9.746 0.346
H 10.872 12.137 18.530 0.826
H 11.919 13.528 10.445 -0.142
H 13.758 14.623 14.929 -0.302
H 9.700 15.097 17.432 0.282
H 7.633 18.887 17.221 0.441
H 15.122 14.652 20.129 0.441
H 11.926 14.624 8.362 0.306
H 7.505 15.372 13.577 0.478
H 16.683 16.917 8.298 0.485
H 13.733 13.943 19.278 -0.904
H 11.107 19.211 16.544 -0.152
H 11.641 14.757 20.745 -0.654
H 14.678 12.827 11.954 0.319
H 12.702 10.034 19.817 0.302
H 8.710 13.189 11.278 0.272
H 10.470 18.607 11.521 0.161
H 17.144 16.690 14.141 -0.068
H 10.734 16.801 13.034 0.146
H 11.375 10.576 13.293 0.391
H 14.319 20.437 20.337 0.298
H 14.547 11.684 19.590 -0.780
H 15.733 16.976 18.425 0.608
H 7.240 17.857 15.829 0.406
H 12.445 12.004 13.326 -0.221
H 10.771 12.406 9.700 0.265
H 17.659 18.227 13.388 0.259
H 13.361 23.932 14.361 0.295
H 15.153 16.540 16.812 0.274
H 8.781 15.375 14.797 -0.025
H 12.864 19.821 21.224 0.301
H 19.958 10.228 13.604 0.239
H 16.843 14.999 12.173 -0.415
H 16.886 12.273 19.541 0.476
H 12.259 20.250 11.179 -0.387
H 9.856 19.867 17.370 0.338
H 16.362 15.172 8.476 0.376
H 13.110 20.924 13.252 -0.394
H 9.277 14.661 20.202 0.281
H 14.076 20.500 16.112 0.389
H 14.133 9.478 14.683 0.030
H 18.066 12.936 9.269 -0.020
H 11.260 16.282 23.349 0.205
H 12.108 11.182 11.786 0.386
H 10.152 9.852 18.655 0.418
H 14.528 11.506 16.805 -0.147
H 12.279 16.774 13.971 -0.162
H 10.600 13.176 14.336 -0.033
H 16.788 14.063 10.652 -0.509
H 18.530 17.152 10.248 0.270
H 13.334 19.254 18.486 0.411
H 10.601 9.561 21.216 0.426
H 14.528 19.500 21.832 0.305
H 18.068 11.497 8.186 0.250
H 12.871 17.847 16.354 -1.007
H 13.463 12.401 21.712 -0.081
H 18.586 18.500 18.647 0.280
H 17.620 14.380 15.751 0.309
H 16.499 9.290 13.537 0.443
H 19.066 20.099 18.023 0.359
H 13.105 12.999 15.247 -0.087
H 10.740 14.188 24.445 0.471
H 16.059 10.164 12.049 0.470

---

98
Properties=species:S:1:pos:R:3:mulliken_charge:R:1 method="wB97M-V/def2-TZVPD" charge=+1 e_above_lowest_kcal_mol=31.6 e_lumo_ev=-3.95 e_homo_ev=-10.437 homo_lumo_gap_ev=6.5 largest_force_ev_per_a=1.08
Br -4.070 -3.437 5.578 -0.166
Ga 0.267 -0.303 -0.038 1.075
Cl 1.333 -1.402 2.167 -0.184
Cl 5.233 -1.545 -1.545 -0.213
S 2.433 -0.587 -0.749 -0.158
P -1.904 -1.349 -0.887 -0.434
P -4.106 -3.581 -1.419 0.167
F 1.340 -1.095 -3.589 -0.428
F 1.613 -0.309 -6.148 -0.312
F -0.929 2.896 -2.574 -0.493
F 0.575 2.082 -6.963 -0.314
F -0.622 3.705 -5.143 -0.315
O -0.173 0.401 -1.812 0.953
N 0.465 1.844 0.308 0.302
N -1.021 0.268 1.857 0.466
C -1.305 1.511 1.825 -0.644
C 0.075 4.576 0.197 -0.528
C 1.267 2.602 -0.427 -0.141
C 2.890 -1.953 1.643 0.728
C -6.433 -4.777 -0.386 -0.557
C -7.434 -0.715 -2.845 -0.596
C -2.485 -2.789 3.306 -0.532
C 1.122 3.980 -0.488 -0.851
C -1.311 -3.124 -4.560 -1.076
C -0.321 2.088 -3.460 -0.432
C 0.114 0.830 -3.025 0.238
C 5.366 -2.839 0.813 -0.613
C -5.415 -2.396 -1.914 0.545
C -2.977 0.083 -1.189 2.441
C -3.051 -2.627 -0.156 -1.608
C -1.667 -0.576 2.784 -0.149
C -3.160 0.713 -2.413 -0.718
C -7.123 -5.680 0.408 -0.702
C -2.841 -0.974 4.853 -0.825
C -5.746 -2.364 -3.267 -0.487
C -7.127 -0.758 -1.490 -0.721
C 0.812 0.064 -3.973 -0.542
C -3.575 0.622 -0.048 -1.065
C -0.531 2.410 0.986 0.352
C -4.535 2.382 -1.361 -1.051
C -4.339 1.773 -0.131 -0.903
C -4.386 -5.383 0.712 -0.469
C -5.059 -4.600 -0.227 0.724
C 3.341 -1.569 0.381 -0.004
C -1.291 -2.302 -2.303 1.917
C -6.450 -6.427 1.363 -0.522
C 0.967 0.470 -5.285 0.212
C 0.458 1.693 -5.695 0.557
C -0.163 2.510 -4.767 0.416
C 4.614 -2.021 -0.011 0.059
C 3.635 -2.769 2.476 -0.736
C -1.788 -1.931 2.477 0.954
C -2.167 -0.115 4.005 -0.715
C -6.132 -1.599 -1.025 0.164
C -0.778 3.773 0.940 -0.960
C -0.304 -4.023 -4.248 -0.715
C 4.870 -3.220 2.049 -0.523
C -1.812 -2.267 -3.592 0.132
C -3.952 1.846 -2.499 -0.833
C 0.216 -4.064 -2.962 -0.954
C -5.078 -6.282 1.507 -0.753
C -6.752 -1.530 -3.733 -0.790
C -0.270 -3.199 -1.997 -1.054
C -3.034 -2.297 4.480 -0.252
H 1.009 -4.758 -2.721 0.450
H -3.228 -0.615 5.796 0.453
H -0.075 5.645 0.151 0.464
H -5.222 -3.019 -3.954 0.454
H -5.139 3.276 -1.442 0.470
H 0.151 -3.218 -0.995 0.411
H -6.989 -7.130 1.984 0.400
H -7.677 -0.140 -0.792 0.428
H -1.708 -3.087 -5.566 0.503
H -2.095 1.948 2.435 0.304
H 5.453 -3.870 2.685 0.392
H 6.335 -3.178 0.473 0.444
H -2.615 -3.828 3.039 0.483
H -8.214 -0.056 -3.203 0.408
H -4.544 -6.884 2.231 0.422
H -2.685 0.326 -3.302 0.124
H -3.309 -5.303 0.815 0.446
H -1.346 -2.289 1.560 0.541
H -2.612 -1.587 -3.842 0.356
H -7.008 -1.526 -4.784 0.448
H -6.970 -4.212 -1.137 0.374
H 2.041 2.090 -0.986 0.526
H -2.008 0.908 4.319 0.548
H -4.794 2.193 0.758 0.568
H -5.932 -1.654 0.039 0.389
H -3.657 -2.198 0.643 0.760
H 3.251 -3.044 3.448 0.465
H -1.617 4.191 1.480 0.518
H -8.189 -5.810 0.274 0.408
H 1.812 4.571 -1.072 0.484
H 0.083 -4.688 -5.008 0.417
H -4.103 2.317 -3.461 0.534
H -3.458 0.121 0.907 0.304
H -2.404 -3.399 0.268 0.940

---

101
Properties=species:S:1:pos:R:3:mulliken_charge:R:1 method="wB97M-V/def2-TZVPD" e_lumo_ev=-0.69 e_homo_ev=-8.207 homo_lumo_gap_ev=7.5 largest_force_ev_per_a=1.18
Bi -0.253 0.192 -0.246 1.887
Te 3.744 3.005 -4.853 0.228
Br -4.349 4.683 -4.145 -0.167
O -1.641 -1.062 6.279 -0.606
O 3.350 0.289 3.308 -0.670
O -1.645 -1.444 -0.370 -0.379
O -0.977 1.760 1.186 -0.815
O -1.882 1.029 5.577 -0.549
O 1.669 -0.385 0.503 -1.234
O -1.611 2.322 3.264 -0.814
N -1.244 -0.489 -2.765 0.363
N -5.823 -1.994 -4.022 -0.503
N 1.778 -0.459 -2.970 -0.093
N -0.488 -0.667 1.893 0.687
N -0.372 -1.894 2.407 -0.272
N -6.150 -1.104 -4.820 -0.443
C 5.633 0.184 -0.562 0.335
C -0.208 3.605 -6.619 -0.497
C 3.388 -0.574 -1.116 0.804
C -3.451 -1.253 -3.496 1.081
C 1.910 -2.553 -1.796 -0.035
C 2.458 3.043 1.132 -0.225
C -2.467 -1.057 -2.517 0.927
C 3.801 0.475 0.993 1.138
C -1.785 -0.550 -5.092 -1.513
C -3.029 -1.046 -4.833 -0.883
C -4.933 -2.085 -1.791 -0.504
C 2.925 -0.142 0.111 0.069
C 3.317 1.013 -4.207 -1.656
C -5.173 2.135 -3.220 -0.645
C -4.911 2.314 -5.609 -0.446
C -3.921 -1.930 -0.819 -0.653
C 3.246 0.959 2.308 -0.853
C 5.139 0.635 0.661 -0.374
C -0.927 0.109 2.855 -0.795
C 2.221 0.935 -3.143 0.229
C 1.995 2.776 3.482 -0.383
C 2.121 3.125 -6.186 -0.249
C -1.564 -0.242 5.400 0.350
C -4.853 2.875 -4.343 0.053
C 2.550 2.289 2.301 0.601
C -5.534 0.803 -3.362 -0.004
C 2.336 -4.736 -0.867 -0.872
C 2.762 -3.447 -1.155 -0.438
C 4.730 -0.417 -1.440 -0.764
C 1.152 2.606 -8.337 -0.485
C -1.094 -0.630 4.041 0.630
C 0.889 3.629 -5.760 -0.189
C 0.616 -2.952 -2.129 -0.095
C 1.042 -5.129 -1.187 -0.585
C -4.731 -1.734 -3.100 -0.487
C 0.180 -4.232 -1.814 -0.445
C -2.682 -1.469 -1.186 -0.588
C -5.599 0.227 -4.622 0.206
C 2.252 2.627 -7.485 -0.321
C 7.087 0.344 -0.936 -1.646
C -0.725 -1.909 3.705 -0.583
C -5.309 0.990 -5.744 -0.415
C 1.258 4.750 2.320 -0.341
C -0.079 3.085 -7.902 -0.460
C -1.200 1.519 2.438 1.227
C 1.814 4.272 1.141 -0.859
C -0.928 -0.226 -4.011 -0.106
C 1.347 4.002 3.489 -0.628
C 2.356 -1.151 -2.060 0.124
H 1.260 2.219 -9.345 0.386
H -5.138 2.592 -2.241 0.471
H 7.200 0.930 -1.852 0.320
H 0.045 0.231 -4.185 0.602
H 3.213 2.264 -7.831 0.397
H -0.042 -2.239 -2.633 0.255
H -1.163 3.990 -6.283 0.433
H 7.642 0.849 -0.145 0.384
H 3.762 -3.134 -0.882 0.450
H 7.560 -0.626 -1.110 0.348
H -5.792 0.218 -2.489 0.514
H -3.685 -1.313 -5.649 0.685
H 2.899 2.670 0.212 0.437
H 0.706 -6.133 -0.949 0.413
H -4.667 2.909 -6.480 0.462
H 1.364 1.528 -3.465 0.823
H 0.901 4.371 4.404 0.398
H -5.395 0.533 -6.725 0.421
H -1.761 1.546 4.738 0.429
H 1.743 4.856 0.229 0.437
H 0.750 5.708 2.328 0.396
H 4.254 0.613 -3.818 0.214
H -1.442 -0.408 -6.111 0.497
H 2.605 1.365 -2.213 0.165
H -0.938 3.058 -8.564 0.399
H 3.011 -5.431 -0.384 0.424
H 3.041 0.443 -5.095 0.569
H 0.792 4.061 -4.770 0.421
H 5.082 -0.775 -2.406 0.674
H -5.912 -2.463 -1.505 0.429
H 2.080 2.176 4.382 0.493
H -0.708 -2.804 4.310 0.517
H -0.835 -4.528 -2.057 0.447
H -0.078 -2.652 1.816 -0.009
H -4.086 -2.224 0.213 0.489
H 5.808 1.119 1.369 0.437